The following is a quantum chemistry calculation of a structure of composition C18H26BrN6P2Tl, from the Open Molecules 2025 dataset.

Structure (XYZ):
```
54
Properties=species:S:1:pos:R:3:forces:R:3:mulliken_charge:R:1
Tl -0.1445 -0.4095 0.0283 0.60 0.47 -0.03 1.4046
C 0.5550 3.3766 1.4046 -0.05 0.03 -0.03 -1.4291
P 0.6045 2.2026 0.0240 -0.10 0.01 0.03 0.8899
C -0.1951 3.0455 -1.3635 -0.01 -0.01 0.00 -1.3880
C 2.3812 2.1315 -0.4000 0.00 0.03 -0.05 -1.1638
C 2.7461 1.1040 -1.4803 0.00 0.03 0.04 -0.9652
P 2.3378 -0.5956 -0.9761 -0.06 -0.01 0.02 0.6667
C 2.6361 -1.6300 -2.4252 -0.05 -0.05 0.02 -1.2860
C 3.5977 -1.0741 0.2355 -0.05 0.00 0.00 -1.3374
H 0.9735 4.3275 1.0693 0.00 0.01 0.05 0.4541
H 1.1419 3.0074 2.2452 0.01 0.01 -0.01 0.4517
H -0.4735 3.5408 1.7266 0.01 0.02 0.00 0.4306
H 0.3076 3.9967 -1.5473 -0.03 0.00 -0.04 0.5051
H -1.2423 3.2344 -1.1221 0.01 -0.01 -0.01 0.3728
H -0.1536 2.4270 -2.2621 0.01 0.03 0.02 0.3222
H 2.9273 1.9389 0.5269 0.02 -0.01 0.00 0.4057
H 2.6654 3.1338 -0.7282 0.06 0.02 0.02 0.5527
H 3.8129 1.1594 -1.7053 0.01 0.05 -0.02 0.5046
H 2.2107 1.3068 -2.4112 -0.01 0.01 -0.01 0.3941
H 3.6795 -1.5283 -2.7279 0.00 -0.03 -0.03 0.4668
H 1.9931 -1.3350 -3.2540 0.01 0.03 0.02 0.3621
H 2.4316 -2.6707 -2.1753 0.00 0.00 -0.01 0.3989
H 4.5909 -0.9181 -0.1889 0.01 -0.02 0.03 0.4398
H 3.4779 -2.1303 0.4784 0.01 0.01 0.01 0.4089
H 3.5016 -0.4959 1.1547 0.01 0.00 -0.01 0.3920
N -0.9763 -0.2724 -3.1145 0.15 0.05 0.19 -0.2175
C -2.0863 0.2163 -2.4513 -0.01 -0.15 -0.13 0.6791
C -3.1966 0.7161 -3.1363 -0.05 0.00 -0.10 -0.9943
C -4.2822 1.1562 -2.4189 -0.08 0.02 -0.03 -0.3673
C -4.2662 1.1005 -1.0213 -0.04 0.06 0.00 -0.8414
C -3.1357 0.6307 -0.4154 0.18 0.08 -0.05 -0.2373
N -2.0496 0.2226 -1.1165 -0.18 -0.06 0.29 0.0537
H -1.0970 -0.3925 -4.1091 -0.02 0.04 -0.04 0.3190
H -0.5662 -1.0984 -2.6928 -0.11 -0.10 -0.02 0.0956
H -3.2005 0.7133 -4.2191 -0.02 0.01 0.04 0.4224
H -5.1584 1.5237 -2.9382 0.03 0.00 0.01 0.4472
H -5.1117 1.4216 -0.4291 0.03 -0.03 -0.04 0.4574
H -3.0583 0.5823 0.6649 0.01 -0.03 -0.02 0.4842
Br -0.1038 -1.4543 6.8433 0.00 -0.01 0.08 -0.0281
C -0.1548 -1.1630 5.0096 0.00 -0.01 0.12 0.2270
C -0.2783 0.1294 4.5109 -0.02 0.10 -0.06 -0.8359
C -0.3080 0.3040 3.1465 -0.04 -0.10 0.07 -0.0588
N -0.2214 -0.7255 2.2889 -0.08 0.02 0.03 -0.1911
C -0.1133 -1.9709 2.7753 -0.01 -0.06 -0.02 -0.1829
C -0.0757 -2.2314 4.1276 0.00 -0.08 -0.06 -0.7074
H -0.3562 0.9789 5.1754 0.00 -0.02 -0.02 0.4752
H -0.4187 1.2911 2.7181 0.01 -0.02 -0.01 0.4532
H -0.0594 -2.7760 2.0520 0.02 0.06 0.03 0.4220
H 0.0097 -3.2489 4.4834 0.00 0.02 -0.01 0.4880
N -1.4572 -6.7623 0.7697 -0.02 0.16 -0.02 -0.3878
C -1.5319 -5.6881 0.3584 0.21 0.23 -0.03 0.4076
N -1.6678 -4.4605 -0.1218 -0.64 -0.44 -0.01 -0.5282
C -1.0253 -3.4481 -0.3086 0.64 0.29 0.10 0.7161
N -0.4159 -2.4397 -0.5571 -0.37 -0.63 -0.27 -0.8235
```
Forces are in eV/Å.

Output
max |F|: 0.78 eV Å⁻¹
charge: +2
HOMO level: -14.29 eV
LUMO energy: -6.5 eV
orbital gap: 7.837 eV
energy: -121327.30346 eV

The following is a quantum chemistry calculation of the molecule C3H4N2O, from the Open Molecules 2025 dataset.

Structure (XYZ):
```
10
Properties=species:S:1:pos:R:3:forces:R:3:mulliken_charge:R:1
N 1.8444 0.0036 -0.1712 0.08 0.13 -0.20 -0.6156
C 0.4734 0.2124 -0.1621 -0.92 -0.96 -0.18 0.3848
C -0.4152 1.1256 0.2989 0.14 -0.17 -0.12 -0.3349
N -1.6543 0.5120 0.4405 -0.45 0.02 -0.54 -0.5034
C -1.5202 -0.6610 -0.0702 -0.41 0.36 0.28 0.0712
O -0.2961 -0.9486 -0.5247 0.68 0.68 1.10 -0.3269
H 2.0399 -0.6924 -0.8821 0.35 0.11 0.06 0.3057
H 2.1867 -0.3404 0.7318 -0.24 0.25 -0.46 0.2696
H -0.3576 2.1995 0.4478 0.52 -0.44 0.35 0.3794
H -2.3010 -1.4107 -0.1086 0.25 0.02 -0.27 0.3702
```
Forces are in eV/Å.

Output
max |F|: 1.46 eV Å⁻¹
HOMO level: -8.91 eV
LUMO energy: 0.8 eV
orbital gap: 9.760 eV
energy: -8202.64681 eV
SMILES string: Nc1cnco1

The following is a quantum chemistry calculation of a structure of composition C3H11AgBrN4O3, from the Open Molecules 2025 dataset.

Structure (XYZ):
```
23
Properties=species:S:1:pos:R:3:forces:R:3:mulliken_charge:R:1
Ag -0.2199 0.5165 -1.2448 0.70 0.57 -1.91 0.6440
C 1.2775 -0.2344 -4.3902 -0.46 0.22 -0.12 -0.6761
O 0.2815 0.2680 -3.6109 -0.04 -0.21 0.90 -0.6480
H 1.7022 0.5174 -5.0845 0.17 0.30 -0.06 0.1814
H 2.1626 -0.6620 -3.8816 0.13 -0.16 0.28 0.1488
H 0.9164 -1.0203 -5.0841 0.02 -0.40 -0.07 0.1943
Br -0.4031 3.3224 -1.7154 -0.14 -0.09 0.55 -0.7860
C -2.5141 0.8762 0.8163 1.88 1.03 0.90 0.7599
O -2.2362 0.2902 -0.2159 -1.34 -0.65 0.45 -0.6759
N -2.3204 2.2155 0.9803 -0.38 0.06 -1.23 -0.2571
N -2.7764 0.2932 2.0382 -0.21 -0.47 -0.38 -0.4298
H -2.3828 2.6860 1.8590 0.02 -0.01 0.11 0.1370
H -1.8730 2.6924 0.1940 0.11 0.20 -0.11 0.0503
H -2.9617 -0.6896 2.1255 -0.18 0.16 0.00 0.2168
H -2.9610 0.9597 2.7585 -0.31 -0.48 0.53 0.1549
C 1.6323 -1.1917 1.3691 -2.15 0.16 -0.08 0.4547
O 1.1050 -0.6219 0.4342 0.79 -0.13 0.05 -0.4658
N 0.9452 -1.3469 2.5572 0.65 -0.21 0.38 -0.3522
N 2.8292 -1.8190 1.3577 0.41 0.10 0.13 -0.3940
H 1.3792 -1.8722 3.2938 -0.28 0.12 0.19 0.1362
H 0.0866 -0.8613 2.7402 0.06 0.16 -0.28 0.2061
H 3.1076 -2.2281 2.2287 0.46 -0.34 -0.34 0.1553
H 3.2232 -2.0901 0.4745 0.12 0.08 0.10 0.2450
```
Forces are in eV/Å.

Output
max |F|: 2.32 eV Å⁻¹
charge: -1
HOMO level: -2.55 eV
LUMO energy: 2.3 eV
orbital gap: 4.837 eV
energy: -89436.16511 eV

The following is a quantum chemistry calculation of a structure of composition C17H16N4O5S2TeV, from the Open Molecules 2025 dataset.

Structure (XYZ):
```
46
Properties=species:S:1:pos:R:3:forces:R:3:mulliken_charge:R:1
V -0.1288 -0.2421 -0.3581 0.06 0.48 -0.09 0.4997
O -1.3131 1.2702 0.5361 0.16 -0.04 -0.07 -0.6629
N -2.5912 1.0803 0.7422 -0.11 0.00 -0.03 0.5083
C -3.3594 2.1807 0.9108 0.09 -0.06 -0.05 -0.2201
C -4.6981 2.0894 1.1740 -0.04 -0.03 0.01 -0.6842
C -5.2752 0.8181 1.2597 0.03 0.01 -0.01 -0.1286
C -4.4859 -0.2883 1.0754 -0.06 0.03 0.01 -0.8777
C -3.1099 -0.1828 0.8044 0.05 0.02 0.01 0.6751
S -2.0860 -1.5227 0.5638 0.23 0.11 0.02 -0.5075
H -2.8028 3.0992 0.8073 -0.03 0.02 0.00 0.4120
H -5.2791 2.9917 1.2970 0.01 0.01 -0.01 0.3668
H -6.3331 0.7068 1.4595 0.00 0.00 0.00 0.3445
H -4.8922 -1.2884 1.1234 -0.02 0.00 0.00 0.3790
C 1.1778 2.9784 0.1691 0.04 0.07 -0.01 -0.9489
C 1.9362 1.7687 0.5922 -0.02 0.18 -0.07 0.5980
C 3.2082 1.8798 1.3649 0.05 0.01 0.03 -1.3180
O 1.4738 0.5781 0.3465 -0.48 -0.63 -0.02 -0.4451
H 1.8520 3.8228 -0.0124 0.02 -0.03 0.00 0.3834
H 0.4412 3.3067 0.9192 -0.01 -0.03 0.02 0.1019
H 0.6214 2.7599 -0.7466 -0.01 -0.01 0.00 0.2064
H 3.0782 2.3826 2.3368 -0.05 -0.01 0.01 0.2708
H 3.9777 2.4545 0.8307 -0.04 0.01 -0.02 0.2951
H 3.6025 0.8814 1.5546 0.01 0.00 0.00 0.3184
O 3.3872 -8.3550 -2.9561 0.01 -0.04 0.08 -0.6719
S 3.5816 -9.1616 -1.7681 0.00 -0.03 -0.10 1.1789
O 4.9684 -9.3107 -1.3497 -0.07 0.01 0.00 -0.6972
O 2.7994 -10.3865 -1.7281 0.04 0.04 0.00 -0.6979
C 2.8781 -8.1739 -0.4022 0.11 -0.01 -0.01 0.1619
N 2.7909 -8.7989 0.7745 -0.03 -0.05 0.04 -0.5036
C 2.3064 -8.0887 1.7786 -0.02 0.02 0.01 -0.2763
C 1.9179 -6.7656 1.6510 0.01 -0.03 -0.05 -0.6920
C 2.0699 -6.1990 0.3916 0.03 -0.10 0.06 0.2840
N 2.5431 -6.9109 -0.6318 -0.05 0.08 0.00 -0.3829
C 1.7025 -4.7838 0.1248 -0.04 0.05 -0.05 1.3697
C 1.6328 -3.8452 1.1529 0.10 -0.01 -0.14 -0.9871
C 1.2667 -2.5513 0.8481 0.01 -0.04 0.16 -0.1789
N 0.9274 -2.1594 -0.3798 -0.07 0.03 -0.05 0.3154
C 1.0022 -3.0479 -1.3744 0.03 0.01 0.04 -0.4391
C 1.4050 -4.3591 -1.1658 -0.02 0.04 0.04 -0.6921
H 2.2180 -8.5985 2.7346 0.01 0.00 0.00 0.3962
H 1.5024 -6.2246 2.4885 0.00 0.03 -0.01 0.3368
H 1.8805 -4.0963 2.1746 0.03 -0.03 -0.01 0.2609
H 1.2220 -1.7882 1.6171 0.00 0.00 -0.01 0.4158
H 0.7135 -2.6653 -2.3475 0.00 -0.01 0.00 0.2353
H 1.4710 -5.0528 -1.9920 0.02 -0.03 0.02 0.5399
Te -0.4551 0.1865 -2.8869 0.03 -0.04 0.26 -0.8423
```
Forces are in eV/Å.

Output
max |F|: 0.79 eV Å⁻¹
⟨S²⟩: 3.835
charge: -2
HOMO level (alpha / beta): -0.31 / -1.19 eV
2S+1: 4
LUMO energy (alpha / beta): 3.9 / 3.9 eV
orbital gap (alpha / beta): 4.242 / 5.116 eV
energy: -88739.33192 eV

The following is a quantum chemistry calculation of the molecule C5H11NO, from the Open Molecules 2025 dataset.

Structure (XYZ):
```
18
Properties=species:S:1:pos:R:3:forces:R:3:mulliken_charge:R:1
C 1.5702 0.8442 -1.4450 -0.02 -0.04 -0.07 -1.1090
C 1.5275 1.0066 0.0717 0.06 0.03 0.01 -0.3377
C 0.1346 1.2973 0.6293 0.14 0.12 0.04 -0.7172
N -0.8534 0.2418 0.4158 -0.04 -0.12 0.07 -0.1986
C -0.7022 -1.0199 0.9208 0.04 -0.07 0.08 0.6993
C -1.9837 -1.8055 1.1290 0.02 -0.07 -0.09 -1.0954
O 0.3787 -1.4893 1.2378 -0.32 0.20 0.02 -0.6065
H 2.6018 0.6993 -1.7878 -0.21 0.04 0.05 0.3278
H 0.9917 -0.0312 -1.7623 0.07 0.15 0.06 0.2738
H 1.1625 1.7255 -1.9615 0.09 -0.18 0.12 0.2945
H 1.9151 0.1103 0.5604 -0.04 0.13 -0.11 0.3048
H 2.1724 1.8385 0.3807 -0.10 -0.04 -0.08 0.3314
H 0.2191 1.4986 1.7075 0.00 -0.04 -0.16 0.2702
H -0.2729 2.2010 0.1582 0.09 -0.15 0.08 0.4344
H -1.7981 0.5466 0.2450 0.09 -0.07 0.06 0.2261
H -2.8332 -1.4661 0.5341 0.11 0.05 -0.03 0.3298
H -2.2511 -1.7185 2.1840 0.01 0.02 -0.02 0.2610
H -1.7905 -2.8567 0.9268 0.00 0.03 -0.02 0.3112
```
Forces are in eV/Å.

Output
max |F|: 0.38 eV Å⁻¹
HOMO level: -9.56 eV
LUMO energy: 0.9 eV
orbital gap: 10.409 eV
energy: -8901.53510 eV
SMILES string: CCCNC(C)=O

The following is a quantum chemistry calculation of the ion CH5N2O with charge +1, from the Open Molecules 2025 dataset.

Structure (XYZ):
```
9
Properties=species:S:1:pos:R:3:forces:R:3:mulliken_charge:R:1
N -0.8843 -0.1921 0.3070 1.35 -1.90 -4.36 -0.2831
C 0.6022 -0.1870 0.2340 0.25 -1.50 3.01 0.1743
N 1.1514 0.7839 -0.5320 0.04 3.58 -2.02 -0.3945
O 1.1443 -0.6253 -0.9187 -0.49 -0.64 -0.75 -0.2527
H -1.2178 -1.0698 0.6455 -0.57 -1.00 0.35 0.3289
H -1.1554 -0.0802 -0.7321 -0.33 0.08 2.03 0.4113
H -1.1151 0.5106 0.9170 -1.49 2.55 1.65 0.3097
H 1.0334 -0.5103 1.2340 -0.35 0.55 -1.30 0.4121
H 0.4412 1.3702 -1.1547 1.59 -1.71 1.39 0.2940
```
Forces are in eV/Å.

Output
max |F|: 4.94 eV Å⁻¹
charge: +1
HOMO level: -15.81 eV
LUMO energy: -4.3 eV
orbital gap: 11.469 eV
energy: -6135.13074 eV
SMILES string: [NH3+][C@@H]1NO1